10
Properties=species:S:1:pos:R:3:lowdin_charge:R:1 method="wB97M-V/def2-TZVPD" lumo_ev="0.42 / -3.42" relative_energy_kj_mol=0.0 homo_lumo_gap_ev="7.0697 / 7.6936" homo_energy_ev="-6.647 / -11.111" s_squared=2.008 multiplicity=3
O -2.86 0.80 0.63 -0.391
O -1.47 -1.28 0.01 -0.470
O 0.89 -1.39 -0.17 -0.285
O -0.18 1.02 -0.06 -0.428
O 2.34 0.51 0.13 -0.308
P 1.06 -0.19 0.90 0.955
S -2.04 0.12 -0.28 0.848
H -0.04 -1.64 -0.08 -0.063
H 0.05 1.93 -0.26 0.042
H 2.25 0.13 -0.82 0.101

169
Properties=species:S:1:pos:R:3:lowdin_charge:R:1 method="wB97M-V/def2-TZVPD" lumo_ev=-1.03 homo_lumo_gap_ev=7.5148 smiles="CC[C@@H](C)c1cccc2c1C(=O)C=C(CCCc1ccccc1)C2=O.CCOCC.CCOCC.CCOCC.CCOCC.CCOCC.CCOCC.CCOCC.CCOCC" homo_energy_ev=-8.540
C 6.96 3.23 3.91 -0.120
C 7.08 3.11 2.29 -0.219
C 5.75 2.43 1.64 -0.325
C 5.84 2.24 0.05 -0.081
C 5.32 1.08 2.42 -0.084
C 6.35 0.09 3.04 -0.001
C 5.77 -1.18 3.81 -0.021
C 4.23 -1.46 3.94 -0.002
C 3.22 -0.48 3.32 -0.030
C 3.81 0.77 2.56 0.013
C 2.68 1.75 1.94 -0.268
O 2.79 2.35 0.85 0.013
C 1.35 1.87 2.85 0.059
C 0.81 0.75 3.55 -0.068
C -0.53 0.84 4.46 -0.124
C -0.74 2.27 5.14 -0.189
C -2.09 3.05 4.76 -0.177
C -2.70 2.75 3.32 -0.182
C -4.19 2.25 3.28 -0.034
C -4.92 1.94 1.95 -0.081
C -4.22 2.09 0.56 -0.072
C -2.73 2.59 0.60 -0.057
C -2.00 2.92 1.95 -0.024
C 1.61 -0.65 3.42 -0.232
O 1.07 -1.78 3.42 0.046
H 7.23 4.28 4.28 0.068
H 7.62 2.40 4.33 0.066
H 5.88 3.02 4.27 0.077
H 7.09 4.20 1.90 0.113
H 8.02 2.54 1.97 0.104
H 4.91 3.20 1.83 0.126
H 5.78 1.16 -0.30 0.084
H 6.79 2.77 -0.35 0.080
H 4.96 2.80 -0.45 0.077
H 7.47 0.28 2.94 0.102
H 6.57 -1.87 4.27 0.093
H 3.89 -2.37 4.54 0.103
H 0.89 2.91 2.90 0.104
H -0.33 0.09 5.32 0.107
H -1.43 0.42 3.89 0.127
H -0.77 2.12 6.28 0.119
H 0.13 3.01 4.97 0.097
H -2.88 2.87 5.56 0.109
H -1.83 4.18 4.77 0.114
H -4.76 2.14 4.28 0.094
H -6.02 1.61 1.96 0.087
H -4.76 1.88 -0.43 0.094
H -2.20 2.71 -0.41 0.090
H -0.94 3.30 1.89 0.074
C 0.50 7.26 5.48 -0.078
C 1.02 5.99 6.14 -0.279
O 1.98 5.29 5.36 -0.175
C 3.17 5.99 5.03 -0.277
C 3.98 6.41 6.24 -0.079
H 0.09 7.03 4.49 0.082
H -0.28 7.71 6.09 0.079
H 1.30 8.00 5.34 0.067
H 0.19 5.31 6.30 0.106
H 1.44 6.21 7.13 0.108
H 2.94 6.85 4.39 0.108
H 3.77 5.30 4.43 0.110
H 3.44 7.13 6.86 0.066
H 4.92 6.87 5.93 0.077
H 4.20 5.55 6.88 0.083
C 1.32 -0.06 -4.26 -0.080
C 0.73 1.11 -3.50 -0.271
O -0.25 0.74 -2.55 -0.177
C 0.17 -0.13 -1.51 -0.266
C 1.27 0.45 -0.64 -0.078
H 0.53 -0.65 -4.74 0.053
H 2.02 0.29 -5.03 0.082
H 1.87 -0.74 -3.60 0.075
H 0.24 1.78 -4.22 0.117
H 1.52 1.71 -3.02 0.108
H 0.46 -1.10 -1.92 0.107
H -0.71 -0.31 -0.88 0.119
H 2.19 0.61 -1.21 0.074
H 1.50 -0.22 0.19 0.079
H 0.97 1.42 -0.24 0.069
C -8.59 6.77 -0.77 -0.084
C -8.06 5.51 -0.10 -0.282
O -7.10 4.81 -0.88 -0.168
C -5.91 5.51 -1.20 -0.280
C -5.11 5.95 0.02 -0.078
H -8.99 6.54 -1.76 0.082
H -9.38 7.22 -0.17 0.076
H -7.80 7.51 -0.91 0.065
H -8.90 4.82 0.05 0.117
H -7.66 5.73 0.89 0.106
H -6.14 6.37 -1.84 0.104
H -5.30 4.83 -1.79 0.115
H -5.67 6.67 0.63 0.066
H -4.17 6.41 -0.28 0.078
H -4.89 5.09 0.66 0.065
C -5.15 -2.26 -6.82 -0.074
C -3.90 -2.99 -6.36 -0.273
O -2.69 -2.38 -6.80 -0.174
C -2.45 -1.05 -6.37 -0.277
C -2.37 -0.90 -4.86 -0.079
H -5.15 -2.16 -7.91 0.085
H -6.04 -2.81 -6.52 0.064
H -5.21 -1.26 -6.40 0.066
H -3.90 -4.00 -6.77 0.119
H -3.89 -3.10 -5.27 0.108
H -3.21 -0.38 -6.80 0.107
H -1.49 -0.75 -6.80 0.113
H -3.33 -1.14 -4.38 0.072
H -2.11 0.13 -4.59 0.075
H -1.62 -1.58 -4.45 0.067
C 1.86 -4.53 -9.32 -0.082
C 2.55 -4.76 -7.98 -0.281
O 2.75 -3.57 -7.24 -0.161
C 1.59 -2.84 -6.88 -0.272
C 0.63 -3.63 -6.00 -0.066
H 2.42 -3.80 -9.92 0.082
H 1.80 -5.47 -9.88 0.076
H 0.85 -4.15 -9.19 0.066
H 3.54 -5.19 -8.16 0.117
H 2.00 -5.50 -7.38 0.105
H 1.09 -2.46 -7.77 0.109
H 1.93 -1.97 -6.32 0.099
H 0.21 -4.49 -6.53 0.071
H -0.20 -2.99 -5.69 0.050
H 1.14 -4.00 -5.11 0.086
C -0.04 -4.07 5.47 -0.075
C -0.63 -2.89 6.23 -0.284
O -1.62 -3.26 7.18 -0.161
C -1.20 -4.12 8.23 -0.283
C -0.10 -3.53 9.09 -0.084
H -0.83 -4.66 4.99 0.087
H 0.65 -3.72 4.70 0.052
H 0.50 -4.74 6.14 0.067
H -1.13 -2.22 5.51 0.108
H 0.15 -2.30 6.70 0.104
H -0.91 -5.09 7.82 0.105
H -2.08 -4.30 8.85 0.117
H 0.83 -3.38 8.52 0.064
H 0.13 -4.20 9.92 0.076
H -0.40 -2.56 9.49 0.081
C 7.75 -3.72 0.70 -0.074
C 8.50 -2.80 1.65 -0.279
O 8.75 -3.38 2.93 -0.175
C 9.54 -4.56 2.95 -0.280
C 10.93 -4.38 2.38 -0.082
H 6.81 -4.06 1.16 0.084
H 7.52 -3.20 -0.23 0.079
H 8.33 -4.61 0.46 0.066
H 7.91 -1.91 1.83 0.087
H 9.44 -2.46 1.20 0.108
H 9.01 -5.38 2.43 0.107
H 9.62 -4.86 3.99 0.118
H 10.91 -4.13 1.32 0.066
H 11.51 -5.30 2.49 0.077
H 11.45 -3.57 2.90 0.082
C -8.92 -5.69 -9.32 -0.082
C -8.24 -5.92 -7.98 -0.278
O -8.03 -4.72 -7.24 -0.175
C -9.20 -4.00 -6.87 -0.282
C -10.16 -4.78 -6.00 -0.081
H -8.37 -4.96 -9.91 0.083
H -8.99 -6.62 -9.88 0.077
H -9.94 -5.31 -9.19 0.065
H -7.25 -6.34 -8.16 0.119
H -8.78 -6.65 -7.38 0.106
H -9.70 -3.62 -7.77 0.107
H -8.85 -3.12 -6.31 0.115
H -10.57 -5.64 -6.52 0.065
H -10.99 -4.15 -5.68 0.077
H -9.64 -5.16 -5.11 0.083

67
Properties=species:S:1:pos:R:3:lowdin_charge:R:1 method="wB97M-V/def2-TZVPD" lumo_ev="-11.67 / -12.85" relative_energy_kj_mol=793.4 total_charge=+4 homo_lumo_gap_ev="6.5766 / 6.5223" homo_energy_ev="-18.244 / -19.372" s_squared=6.011 multiplicity=5
P 3.89 -0.19 0.46 0.857
C 4.29 -0.60 2.17 -0.146
H 5.37 -0.79 2.28 0.100
H 3.71 -1.48 2.51 0.070
H 4.00 0.29 2.77 0.084
C 3.55 -1.68 -0.49 -0.185
H 3.04 -1.39 -1.42 0.032
H 2.92 -2.40 0.08 -0.028
H 4.51 -2.18 -0.72 0.101
C 5.16 0.73 -0.43 -0.142
H 6.10 0.15 -0.48 0.103
H 5.35 1.69 0.07 0.088
H 4.81 0.92 -1.46 0.076
P -1.27 4.20 0.04 1.064
C -1.08 4.02 1.92 -0.225
H -1.80 4.62 2.52 0.068
H -0.04 4.21 2.29 0.068
H -1.16 2.89 2.20 0.060
C -0.08 5.29 -1.03 -0.220
H -0.27 4.83 -2.10 0.064
H 0.98 4.89 -0.93 0.053
H -0.10 6.42 -0.99 0.088
C -3.01 4.23 -0.84 -0.217
H -3.65 5.16 -0.82 0.083
H -3.66 3.33 -0.58 0.056
H -2.68 3.86 -1.93 0.070
P -3.12 -2.24 0.51 0.862
C -3.53 -2.72 2.20 -0.153
H -4.08 -3.68 2.24 0.100
H -4.16 -1.91 2.62 0.087
H -2.60 -2.81 2.79 0.073
C -4.52 -2.25 -0.64 -0.152
H -5.02 -3.23 -0.63 0.100
H -4.15 -2.06 -1.66 0.070
H -5.26 -1.48 -0.38 0.086
C -1.89 -3.36 -0.18 -0.169
H -2.37 -4.30 -0.50 0.105
H -1.09 -3.61 0.54 -0.005
H -1.43 -2.86 -1.06 0.033
Pt -0.21 0.65 -3.04 1.421
C 2.38 0.87 0.63 -0.182
O 1.40 1.56 0.54 0.025
C -2.48 -0.50 0.70 -0.166
O -2.13 0.65 0.59 0.020
C -1.28 -0.34 -4.35 -0.175
C -0.83 -1.19 -3.25 -0.219
C 0.55 -1.13 -2.73 -0.205
C 1.45 -0.26 -3.55 -0.201
C 0.97 0.66 -4.56 -0.196
C -0.43 0.66 -4.93 -0.211
H -2.36 -0.16 -4.37 0.136
H -1.56 -1.64 -2.55 0.088
H 0.81 -1.44 -1.65 0.125
H 2.41 -0.06 -3.06 0.099
H 1.54 1.60 -4.65 0.146
H -0.89 1.60 -5.21 0.146
Br 1.40 -3.93 1.46 0.841
C 0.80 -2.35 2.41 -0.610
C 0.74 -2.37 3.81 -0.077
C 0.30 -1.22 4.46 0.006
C -0.02 -0.09 3.67 -0.102
N 0.03 -0.11 2.35 0.036
C 0.42 -1.20 1.70 -0.260
H 1.02 -3.28 4.33 0.126
H 0.20 -1.16 5.54 0.133
H -0.33 0.84 4.15 0.124
H 0.43 -1.18 0.62 0.076